Entry 1:
{
  "formula": "C3H4N2O",
  "method": "the ωB97M-V functional and the def2-TZVPD basis",
  "e_above_lowest_kcal_mol": 105.7,
  "gap_ev": 8.802,
  "energy_ev": -8199.302,
  "total_charge": 0,
  "largest_force_ha_per_bohr": 0.0114,
  "symbols": ["N", "H", "C", "C", "O", "N", "C", "H", "H", "H"],
  "xyz": [[0.275, 0.049, -1.655], [0.179, -1.866, -2.059], [-0.143, 0.961, -0.885], [0.868, -1.046, -1.800], [-0.093, -0.410, 2.340], [-0.233, 0.702, 0.499], [-0.023, -0.523, 1.002], [-0.450, 1.936, -1.242], [-0.430, 1.493, 1.106], [0.049, -1.295, 2.694]]
}

***

Entry 2:
{
  "formula": "C44H53N3O6SSeW",
  "method": "the ωB97M-V functional and the def2-TZVPD basis",
  "e_above_lowest_kcal_mol": 0.0,
  "gap_ev": 6.012,
  "energy_ev": -141241.437,
  "total_charge": 2,
  "largest_force_ha_per_bohr": 0.0567,
  "symbols": ["H", "H", "C", "H", "H", "O", "C", "N", "W", "H", "C", "Se", "H", "C", "C", "C", "C", "O", "H", "C", "H", "C", "C", "C", "O", "H", "O", "C", "C", "C", "H", "H", "C", "C", "H", "C", "C", "C", "C", "C", "C", "H", "C", "H", "N", "H", "C", "H", "C", "H", "H", "H", "C", "H", "H", "H", "C", "C", "C", "H", "H", "H", "H", "H", "H", "C", "H", "H", "O", "C", "C", "C", "C", "C", "H", "H", "H", "S", "C", "C", "H", "H", "C", "H", "C", "H", "H", "C", "H", "H", "H", "H", "C", "O", "C", "H", "N", "H", "C", "H", "H", "H", "C", "H", "H", "H", "H", "H", "H"],
  "xyz": [[2.949, -4.241, -1.853], [-3.154, -3.185, 1.086], [1.317, 1.619, 5.920], [0.873, 4.185, 6.726], [-5.441, -2.270, 1.403], [1.369, 2.728, 1.065], [0.618, 0.325, -2.004], [3.535, 1.457, 2.159], [0.355, 1.164, 1.175], [4.228, 3.194, -1.459], [-0.477, -1.699, -5.603], [-0.404, 1.775, -1.237], [4.303, 0.209, 4.407], [-0.182, 4.899, 5.008], [1.946, -1.852, -2.895], [5.807, 3.028, -0.364], [1.718, -2.870, -5.569], [-1.013, -0.003, 0.937], [1.572, -0.731, -7.198], [-3.402, -0.448, 0.612], [-4.247, 0.272, -4.246], [1.430, -0.386, -1.128], [-2.194, 0.105, 0.222], [1.436, 0.376, 5.361], [2.444, 2.848, -0.913], [5.847, 1.070, 4.419], [1.457, 0.107, 0.169], [1.210, -1.170, 3.388], [0.700, 2.666, 5.203], [2.102, -1.527, -1.545], [-2.797, -3.041, 2.813], [1.195, -3.828, -0.261], [5.167, 0.477, 3.805], [1.631, -0.441, -6.147], [-3.028, 1.630, -2.695], [2.495, 2.609, 0.262], [0.484, -0.017, -3.325], [-5.123, -0.189, -3.780], [1.807, -3.137, 0.321], [-4.362, 0.419, -1.497], [2.856, -2.458, -0.582], [-5.976, 2.578, -1.860], [3.882, -1.685, 0.268], [-7.138, 0.371, -1.015], [5.660, 1.803, 1.756], [2.683, -0.279, -5.896], [1.016, -1.544, -5.268], [-5.409, -0.706, -0.039], [-2.084, 0.856, -0.947], [6.668, 1.824, 1.845], [-2.053, -0.227, 3.146], [3.444, -0.849, 0.811], [-2.758, -2.516, 1.855], [1.542, -3.137, -6.612], [-3.612, 0.601, 3.121], [1.328, -3.683, -4.949], [-0.519, 3.326, 3.203], [-3.129, -0.378, 3.127], [-6.801, -0.109, -1.938], [4.318, -3.126, -2.057], [4.683, -1.296, -0.368], [-1.279, 5.312, 3.191], [-3.407, -0.887, 4.052], [-1.709, -2.317, 1.615], [-4.982, 2.490, -3.326], [-3.585, -1.223, 1.928], [-6.698, 2.100, -3.401], [-0.951, -2.437, -4.951], [6.993, 3.126, -0.223], [-3.143, 1.026, -1.803], [-5.803, 2.015, -2.782], [-4.456, -0.275, -0.295], [-0.699, 4.580, 3.742], [1.165, -1.138, -3.802], [2.298, -3.706, 1.115], [-7.597, 0.003, -2.676], [2.475, -2.720, -3.256], [-1.377, 2.834, 1.752], [0.494, 3.958, 5.736], [4.752, 1.243, 2.598], [1.678, 1.805, 6.927], [4.197, -4.136, -0.617], [5.007, 2.382, 0.719], [-5.138, -2.101, 3.127], [0.230, 2.375, 3.917], [-0.585, -2.039, -6.635], [1.135, -2.412, 0.777], [3.683, 2.161, 0.987], [1.103, 0.509, -6.029], [5.694, -0.433, 3.516], [-0.151, 0.574, -3.975], [2.235, -1.268, 3.021], [3.618, -3.551, -1.333], [5.166, 3.451, -1.440], [1.014, 0.156, 4.047], [4.331, -2.367, 0.994], [0.459, 1.146, 3.343], [0.528, -1.312, 2.558], [-5.523, 0.533, -2.482], [-6.675, -1.181, -1.757], [-5.692, -0.702, 2.206], [-4.896, -1.241, -3.586], [-5.055, -1.590, 2.166], [-0.343, 5.890, 5.413], [-5.946, -0.146, -4.497], [2.800, -2.801, -5.427], [-1.022, -0.756, -5.512], [1.028, -1.977, 4.098], [1.863, -0.450, 5.916]]
}

***

Entry 3:
{
  "formula": "C27H56BNO26PS6",
  "method": "the ωB97M-V functional and the def2-TZVPD basis",
  "multiplicity": 2,
  "e_above_lowest_kcal_mol": 0.0,
  "gap_ev": [7.195, 7.245],
  "energy_ev": -158603.222,
  "s_squared": 0.75,
  "total_charge": 0,
  "largest_force_ha_per_bohr": 0.0153,
  "symbols": ["O", "C", "H", "O", "O", "H", "H", "H", "C", "H", "H", "H", "B", "C", "O", "O", "O", "C", "C", "N", "H", "O", "O", "H", "H", "C", "H", "S", "O", "H", "H", "C", "H", "O", "H", "O", "O", "H", "C", "H", "C", "H", "O", "H", "H", "S", "C", "H", "H", "H", "C", "H", "H", "O", "H", "C", "H", "H", "C", "O", "C", "H", "H", "O", "O", "O", "C", "H", "C", "S", "O", "C", "H", "C", "H", "H", "H", "S", "H", "H", "O", "H", "O", "H", "H", "H", "C", "S", "H", "O", "O", "H", "H", "H", "C", "C", "H", "H", "H", "H", "O", "H", "O", "P", "O", "C", "C", "C", "C", "H", "C", "H", "H", "S", "H", "H", "H", "C"],
  "xyz": [[1.221, -2.905, 1.125], [0.500, 0.140, -0.397], [1.456, 3.440, 0.307], [-2.826, -6.139, 5.191], [3.564, -9.434, -1.523], [-0.957, -5.350, 4.820], [-1.535, 6.894, -0.471], [2.587, 2.876, -3.307], [3.142, 4.940, -2.962], [4.741, 3.441, -3.002], [-4.782, -10.615, -0.111], [-2.119, 6.224, 1.047], [0.443, 2.172, -2.014], [-4.432, -8.645, -1.000], [0.414, 1.577, -3.265], [3.245, 1.974, 4.440], [-2.790, -10.145, -0.331], [3.090, 4.527, 6.576], [4.507, 4.417, -3.426], [3.212, 5.433, -1.552], [-1.644, -5.589, 2.183], [0.313, -5.114, 0.625], [1.503, 3.525, 3.644], [-2.476, 3.040, -1.459], [-1.264, 1.110, -1.158], [2.073, 3.820, -3.096], [3.064, 5.913, -4.872], [0.126, -3.542, 0.488], [-1.211, -3.197, 0.833], [-0.793, -5.994, -0.856], [-2.437, -4.327, 3.155], [-6.853, 5.073, -1.440], [-4.670, -9.041, -1.988], [4.607, -8.510, 0.485], [-1.458, 3.891, 0.052], [-3.512, -6.082, 2.911], [-3.193, -7.919, -1.078], [0.469, -4.826, -2.634], [-1.921, 5.989, 0.001], [-0.077, -0.439, 0.324], [-7.366, 5.998, -2.529], [-4.160, -9.387, 1.026], [2.266, -8.947, 0.529], [-1.250, -6.981, 4.156], [-7.212, 5.366, -0.452], [-5.077, 6.761, -1.876], [3.573, 5.344, 5.391], [-0.924, 3.947, -3.844], [-8.398, 6.304, -2.383], [4.631, 2.875, -1.092], [-2.252, -5.397, 3.061], [1.889, -4.660, -1.567], [2.501, 2.415, -0.645], [-6.529, 7.158, -2.412], [-2.866, 5.742, -0.484], [4.166, -8.720, 1.838], [2.550, 5.114, 7.313], [2.838, 6.087, 5.080], [4.564, 3.689, -0.372], [-5.431, 5.251, -1.498], [2.895, -9.533, 1.680], [2.010, 5.528, 0.996], [2.215, -9.445, 2.523], [-5.102, -5.411, 4.688], [-4.824, 7.522, -0.706], [3.721, 4.365, 4.352], [2.057, 3.416, -0.602], [0.664, -0.521, -1.254], [-1.466, 4.299, -2.961], [-1.954, -8.883, -0.809], [-1.214, -8.342, 0.279], [3.225, 4.434, -0.444], [5.403, 4.368, -0.529], [-4.137, -9.749, -0.002], [3.693, 6.085, 0.895], [4.666, 3.242, 0.618], [4.494, 4.292, -4.508], [3.367, -8.463, -0.511], [1.696, 6.322, -3.833], [4.537, 5.817, 5.556], [0.255, -3.464, -1.093], [3.104, -10.584, 1.474], [-4.146, 6.732, -2.945], [-5.210, -7.963, -0.670], [-0.397, 2.054, 0.053], [-2.361, 2.307, -3.046], [-0.929, 4.828, -0.140], [-4.145, -6.396, 4.333], [-3.517, 3.602, -2.761], [3.072, -7.115, -0.853], [2.486, 6.460, -1.309], [0.852, -6.652, -0.652], [3.296, 4.551, 1.689], [3.905, 3.982, 7.052], [1.179, 3.563, -1.868], [2.768, 6.138, -3.845], [0.509, 0.622, -3.230], [-7.239, 5.565, -3.522], [-1.977, 5.214, -3.262], [3.974, -7.750, 2.300], [-1.301, -9.200, -2.027], [5.307, 5.100, -3.137], [-4.494, -7.773, 4.358], [-0.144, 4.912, -1.802], [2.177, 3.585, 5.991], [3.041, 5.213, 0.862], [0.251, -5.751, -0.664], [-0.268, 1.410, -0.819], [0.801, -4.703, -1.608], [4.950, -9.243, 2.378], [-2.510, 3.256, -2.528], [1.460, 4.018, -3.977], [-0.143, 4.900, 0.613], [2.602, 3.237, 4.493], [1.464, 0.377, 0.053], [3.293, 7.039, -3.532], [-7.074, 4.026, -1.623], [-1.682, -5.994, 4.331]]
}